Here is a single C12H26N6O3 molecule from the Open Molecules 2025 dataset. Energies are from wB97M-V/def2-TZVPD.

The geometry in XYZ format:
```
47
Properties=species:S:1:pos:R:3:lowdin_charge:R:1
H 4.392 1.813 -1.017 0.07
H 0.832 3.362 0.589 0.12
N 0.528 0.522 0.531 0.09
O 3.171 -0.670 2.665 0.07
C 4.314 2.777 -0.613 -0.23
H 1.473 -2.082 2.986 0.07
C 1.711 0.501 1.080 -0.31
H -1.290 0.456 -2.883 0.11
O 0.877 -0.918 -1.204 0.09
N -3.784 -1.719 0.843 0.15
H 2.176 3.933 1.635 0.13
C 2.913 3.342 -0.325 -0.18
H 4.822 2.810 1.567 0.03
H -1.967 -3.433 0.537 0.05
C -1.333 -0.281 -0.806 -0.29
C -4.215 -1.097 -2.204 -0.24
C -3.085 -0.556 -3.007 -0.20
H -2.989 -1.249 -3.793 0.08
H -3.535 0.354 -3.476 0.12
N -2.082 0.687 -0.009 0.07
C -1.686 -0.407 -2.310 -0.12
H 5.946 2.914 0.621 0.06
C -3.329 -2.442 -0.256 -0.63
C 2.098 1.918 1.760 -0.15
C 2.058 -0.525 2.131 -0.37
H -2.221 1.498 -0.526 0.06
H -3.604 -3.040 -2.318 0.17
N -2.556 -3.448 -0.289 0.10
H 1.398 1.965 2.598 0.11
H 2.308 3.304 -1.154 0.06
H -1.792 -1.417 -0.447 0.16
C 1.904 3.104 0.868 -0.19
C 0.108 -0.368 -0.448 -0.42
H -4.617 -0.491 -1.346 0.12
N -3.824 -2.343 -1.543 0.00
H -3.033 0.370 0.093 0.04
H -0.304 0.928 1.051 0.17
H -3.892 -2.500 1.413 0.08
H -1.091 -1.268 -2.812 0.14
O 1.063 -1.463 2.437 0.10
H -4.978 -1.350 -2.992 0.12
H 2.504 0.455 0.390 0.15
H -4.719 -1.375 0.770 0.09
N 5.033 2.436 0.669 -0.03
H 5.033 3.427 -1.161 0.11
H 3.147 1.840 2.218 0.12
H 3.156 4.436 -0.362 0.11
```

Calculated values
Gap between HOMO and LUMO   9.009 eV
ΔE to the lowest compared entry with this formula, charge and spin   5.737 eV
SMILES   [H]/N=C(\N)NCCC[C@H](N)C(=O)N[C@@H](CCCCN)C(=O)O
Net charge   0
E_LUMO   0.50 eV
E   -1026.9525 a.u.

***

Here is a single C12H26NO6P molecule from the Open Molecules 2025 dataset. Energies are from wB97M-V/def2-TZVPD.

The geometry in XYZ format:
```
46
Properties=species:S:1:pos:R:3:lowdin_charge:R:1
H -4.315 -0.424 -1.259 0.14
O 5.775 1.948 1.767 -0.05
H -2.149 -1.243 -0.231 0.09
H -4.870 -0.980 1.463 0.09
O 2.588 -1.710 -1.607 0.07
C -4.910 -2.283 -0.149 -0.21
H 1.656 -1.136 0.536 0.14
H 2.085 0.446 2.530 0.13
O -5.570 -1.651 -2.210 -0.04
C 2.517 -0.524 -1.750 -0.53
H 4.625 4.108 -0.926 0.12
H -0.441 0.273 -0.280 0.07
H 3.995 0.103 -3.168 0.05
H 1.762 1.279 -1.156 0.14
H 2.565 1.205 -3.102 0.08
H 2.577 -0.548 -3.991 0.12
H -0.270 -1.796 0.922 0.14
H -6.181 -0.965 -2.533 0.11
C -0.777 -0.860 1.400 -0.18
H -2.767 -3.076 1.224 0.12
C 2.257 0.768 1.509 -0.13
O 3.703 3.195 0.795 -0.24
H 3.404 4.970 -0.148 0.03
C -4.504 -1.924 1.247 -0.24
H -4.941 -2.609 1.968 0.11
O 5.250 1.617 -0.580 -0.28
H 2.904 3.611 -1.154 0.09
C 3.602 4.026 -0.405 -0.06
H -5.820 -2.937 -0.045 0.15
H -2.650 0.021 0.790 0.12
C -5.139 -1.155 -1.030 -0.37
H -0.720 -0.771 2.490 0.11
H -2.855 -2.033 2.667 0.11
H -5.942 -0.615 -0.562 0.12
C 1.489 -0.088 0.401 -0.28
H -4.124 -2.825 -0.626 0.11
H -0.093 1.322 1.234 0.15
O 3.665 0.540 1.214 -0.16
H 6.360 1.392 1.387 0.01
C 0.020 0.310 0.640 -0.13
C -2.164 -0.970 0.789 -0.22
C -3.031 -2.051 1.581 -0.18
P 4.567 1.818 0.749 0.45
N 1.936 0.321 -0.870 0.08
C 2.945 0.142 -3.106 0.01
H 1.986 1.761 1.584 0.07
```

Calculated values
Gap between HOMO and LUMO   10.008 eV
ΔE to the lowest compared entry with this formula, charge and spin   1.901 eV
SMILES   CO[P@@](=O)(O)OC[C@@H](CCCCCCCO)NC(C)=O
Net charge   0
E_LUMO   0.52 eV
E   -1320.4024 a.u.

***

Here is a gas-phase ion, C12H27BFOS (charge -1) from the Open Molecules 2025 dataset. Energies are from wB97M-V/def2-TZVPD.

The geometry in XYZ format:
```
43
Properties=species:S:1:pos:R:3:lowdin_charge:R:1
H 0.933 0.432 -2.096 0.06
B -0.143 0.492 -0.076 -0.68
H 2.195 2.653 3.282 0.06
C -1.713 0.537 0.428 -0.09
H 0.341 4.078 -0.260 0.06
H 2.836 2.571 1.645 0.07
H 1.737 -1.505 -2.573 0.05
C 0.694 2.301 1.738 -0.24
H -1.760 -1.626 0.341 0.10
H -0.736 0.994 -2.226 0.04
H -2.686 -1.116 2.546 0.07
C -2.461 -0.795 0.426 -0.45
C 2.177 -0.784 0.388 -0.05
S -0.623 -1.348 -2.410 0.86
C -0.163 3.125 -0.464 -0.10
O -3.333 -0.869 -0.737 -0.09
H 0.956 -2.358 -3.898 0.05
H 2.653 -1.347 1.197 0.08
H -2.306 1.195 -0.217 0.10
H 0.004 1.687 2.315 0.09
H 2.381 -1.323 -0.535 0.05
H -0.183 3.002 -1.547 0.06
H -1.186 3.218 -0.096 0.07
H 1.581 1.974 -0.198 0.10
H 0.404 3.346 1.901 0.09
C 0.930 -2.191 -2.821 -0.56
C 0.675 -0.730 0.631 -0.28
H 0.117 -3.984 -1.942 0.06
H 1.694 -4.225 -2.690 0.06
C 0.571 1.973 0.236 -0.31
H 1.565 -3.409 -1.125 0.05
F 0.488 -0.719 2.061 -0.09
C -3.313 -1.017 1.662 -0.07
C 1.095 -3.530 -2.099 -0.18
H 0.276 -1.703 0.327 0.10
H 2.638 0.200 0.347 0.06
H -3.904 -1.929 1.547 0.07
H -2.993 -1.558 -1.302 0.01
H -1.793 0.967 1.433 0.09
C -0.085 0.280 -1.723 -0.37
H -4.003 -0.181 1.787 0.07
H 2.347 1.087 2.470 0.05
C 2.099 2.136 2.326 -0.12
```

Calculated values
Gap between HOMO and LUMO   7.470 eV
Net charge   -1
E_LUMO   3.08 eV
E   -1071.6219 a.u.

***

Here is 3 unconnected molecules or ions with the total composition C12H27BI2O3S2 from the Open Molecules 2025 dataset. Energies are from wB97M-V/def2-TZVPD.

The geometry in XYZ format:
```
47
Properties=species:S:1:pos:R:3:lowdin_charge:R:1
H -1.902 2.137 -0.633 0.06
H -0.523 -3.935 1.720 0.08
O 3.612 -0.964 -1.378 -0.56
C -2.153 -3.952 0.066 -0.25
H -2.627 -4.760 -0.589 0.11
C -1.757 0.996 -0.533 -0.60
H -1.611 1.228 -2.741 0.12
H -0.704 -5.591 0.832 0.07
C 4.719 0.588 -3.242 -0.27
C 3.428 2.967 3.615 -0.27
S 3.476 0.411 -1.944 0.76
C 1.031 4.044 4.148 -0.27
C -5.144 -1.296 0.204 -0.74
H 0.610 3.041 4.061 0.05
H 5.702 0.312 -2.857 0.06
H 1.420 4.202 5.156 0.06
H -3.805 -0.016 -2.655 0.10
H -4.889 -3.305 -0.905 0.13
H 3.667 3.192 4.656 0.06
H 3.664 1.575 0.131 0.03
H 2.928 1.999 3.545 0.05
H 4.348 2.941 3.029 0.05
S 2.354 4.251 2.937 0.78
I -6.378 0.519 -0.007 0.73
O -4.845 -1.612 1.387 -0.07
C 4.257 1.554 -0.784 -0.27
C -2.840 -0.607 -2.422 -0.15
B -3.100 -1.864 -1.403 -0.29
C -4.656 -2.182 -1.026 -0.11
H 0.254 4.781 3.940 0.05
C -1.623 0.345 -1.994 -0.30
H 0.120 -4.172 -0.005 0.07
H -0.627 -0.211 -2.067 0.09
H -1.062 -1.981 -0.353 0.08
H 5.269 1.217 -0.553 0.06
H -2.637 0.624 0.087 0.04
H -2.879 -3.714 0.921 0.11
H 4.453 -0.074 -4.067 0.05
C -1.809 -2.690 -0.871 -0.15
H -1.264 -3.118 -1.799 0.13
H -2.544 -1.095 -3.432 0.13
I 0.072 0.758 0.664 0.71
H 4.283 2.554 -1.220 0.06
H -5.283 -1.843 -1.939 0.10
H 4.730 1.620 -3.597 0.05
C -0.739 -4.442 0.713 -0.13
O 3.006 5.568 3.205 -0.56
```

Calculated values
Gap between HOMO and LUMO   8.722 eV
Net charge   0
E_LUMO   -0.23 eV
E   -2115.6281 a.u.

***

Here is a molecular structure, C12H27Cl2CoN2OP2 from the Open Molecules 2025 dataset. Energies are from wB97M-V/def2-TZVPD.

The geometry in XYZ format:
```
47
Properties=species:S:1:pos:R:3:lowdin_charge:R:1
H 3.220 2.795 -1.368 0.08
C 0.674 -2.984 0.671 -0.24
H -2.745 -2.085 -0.701 0.03
H -2.061 -1.027 2.478 0.03
C -1.900 -2.731 -0.442 -0.22
Co -0.324 0.293 0.097 0.30
C -3.703 2.912 -0.148 -0.03
C 5.806 -2.782 -0.634 -0.06
H -0.390 -1.402 2.939 0.03
H 0.349 -3.943 1.097 0.09
H 1.074 3.734 -2.609 0.08
C -2.428 2.454 -0.318 -0.12
C -4.212 -0.477 0.975 0.00
H -1.571 2.942 -0.755 0.05
P 0.967 2.018 -0.875 0.77
H 1.523 4.279 -0.107 0.08
H -1.575 -2.741 2.732 0.08
H 6.123 -3.571 0.061 0.10
O 3.428 -2.537 -1.104 0.01
C 4.380 -2.434 -0.361 -0.78
Cl 4.165 -1.781 1.311 0.61
H -4.698 -0.355 1.961 0.12
H -1.373 -2.990 -1.371 0.07
H 6.425 -1.888 -0.486 0.10
P -0.722 -1.834 0.611 0.75
H -5.408 1.816 0.568 0.19
Cl 1.217 0.414 1.729 0.24
H 1.386 3.090 1.242 0.03
C 0.953 3.433 0.297 -0.24
H 1.462 -2.536 1.283 0.00
H 3.220 1.386 -0.259 0.03
N -2.348 1.128 0.131 0.01
C -1.254 -1.758 2.364 -0.23
C -3.591 0.793 0.514 -0.34
H -3.482 -1.272 1.051 0.02
H 1.071 -3.121 -0.341 0.05
H -4.151 3.867 -0.365 0.14
H -5.014 -0.807 0.285 0.12
H 2.931 1.148 -1.992 0.06
H -0.555 3.015 -2.482 0.04
H 5.872 -3.131 -1.668 0.10
H -0.080 3.742 0.477 0.04
H 0.740 2.101 -3.280 0.07
C 0.515 2.799 -2.465 -0.22
N -4.414 1.856 0.364 0.13
H -2.258 -3.651 0.042 0.08
C 2.759 1.822 -1.147 -0.23
```

Calculated values
Gap between HOMO and LUMO (alpha / beta)   10.065 / 5.059 eV
ΔE to the lowest compared entry with this formula, charge and spin   0.222 eV
Net charge   +2
E_LUMO (alpha / beta)   -5.49 / -10.49 eV
E   -3643.5131 a.u.
Multiplicity   5

***

Here is a molecular structure, C12H27Cl2O2P2Tc from the Open Molecules 2025 dataset. Energies are from wB97M-V/def2-TZVPD.

The geometry in XYZ format:
```
46
Properties=species:S:1:pos:R:3:lowdin_charge:R:1
H 0.774 -3.709 2.831 0.08
H 2.250 -2.176 0.581 0.08
O 1.487 1.782 0.436 0.07
P -0.518 0.829 -2.917 0.70
C 0.387 3.855 -0.093 -0.01
C -1.420 -1.507 1.785 -0.39
O 2.953 -0.972 -1.864 0.25
H 0.236 0.845 -5.260 0.10
H -0.927 0.743 3.443 0.08
H 0.617 -0.732 -4.426 0.07
H -0.098 3.971 -1.076 0.08
H -0.234 4.089 0.759 0.11
H 2.148 -2.562 3.132 0.09
H -1.473 2.987 -2.467 0.07
H 0.246 3.096 -2.896 0.06
H 1.913 0.293 2.321 0.11
H -1.876 -2.067 0.952 0.06
H 0.084 1.882 2.593 0.00
H -1.987 -0.562 1.857 0.06
H 1.127 -0.848 3.423 0.10
C 0.551 2.432 0.147 -0.76
H -2.543 -2.296 3.451 0.11
H -0.979 2.843 -4.173 0.10
C 0.948 -0.115 2.636 -0.35
C 0.107 0.999 3.226 -0.16
H -2.156 -0.783 -3.828 0.05
C 1.809 -0.731 -1.671 -0.15
Cl -1.065 1.766 0.738 0.76
H 2.352 -4.050 2.150 0.11
C 1.666 -3.235 2.406 -0.07
Cl -0.936 -2.297 -1.645 0.38
H -1.233 -3.341 2.947 0.08
C -1.503 -2.290 3.101 -0.09
H 0.810 -3.178 0.372 0.07
C 1.326 -2.515 1.094 -0.35
H -2.514 0.888 -4.363 0.09
H 1.589 0.716 -4.086 0.06
Tc -0.030 -0.457 -1.077 0.74
H -2.883 0.314 -2.733 0.06
H 0.531 1.363 4.165 0.12
H 1.350 4.366 -0.132 0.14
C -2.147 0.270 -3.535 -0.23
C 0.571 0.366 -4.320 -0.21
C -0.697 2.601 -3.135 -0.22
P 0.259 -1.017 1.259 0.87
H -0.871 -1.859 3.893 0.09
```

Calculated values
Gap between HOMO and LUMO (alpha / beta)   6.257 / 5.686 eV
ΔE to the lowest compared entry with this formula, charge and spin   0.000 eV
Net charge   +3
E_LUMO (alpha / beta)   -13.44 / -15.02 eV
E   -2306.6155 a.u.
Multiplicity   4

***

Here is a molecular structure, C12H27Cl3F6O3PPdSSi2 from the Open Molecules 2025 dataset. Energies are from wB97M-V/def2-TZVPD.

The geometry in XYZ format:
```
56
Properties=species:S:1:pos:R:3:lowdin_charge:R:1
C -1.034 -1.108 -3.804 -0.04
C -2.258 0.880 0.414 -0.65
H -1.994 -0.584 -3.812 0.08
F 3.248 0.813 3.221 -0.20
H -3.119 2.313 -0.964 0.08
H 2.075 1.572 -3.100 0.08
H 0.353 -3.521 -3.639 0.08
H 4.107 0.463 -1.072 0.08
C 3.181 -0.090 -1.252 -0.04
C -2.341 1.807 1.619 -0.03
F 2.170 3.254 5.070 -0.17
C -2.223 1.689 -0.882 -0.03
F 2.058 0.970 5.168 -0.18
C 1.976 0.829 -1.076 -0.65
H -0.875 -1.575 -4.781 0.08
Pd 0.979 -0.401 2.678 0.26
C 2.045 1.973 -2.083 -0.04
H -3.352 -0.792 -0.412 0.07
H -1.341 2.335 -0.893 0.08
H 1.814 0.569 1.055 0.00
C 1.936 1.392 0.339 -0.05
Cl 0.688 -2.616 5.884 0.02
H -3.272 2.382 1.601 0.08
H -2.171 1.022 -1.746 0.07
F 4.093 2.002 4.991 -0.17
Cl -1.704 -0.447 5.366 0.00
O -1.043 0.164 0.579 -0.19
H -2.148 -3.625 -3.825 0.08
H 0.331 -3.618 -1.856 0.07
H 3.114 -0.922 -0.551 0.05
C -2.203 -3.111 -2.860 -0.04
Cl -1.543 -3.162 3.587 0.02
Si -0.238 -1.585 4.240 -0.60
Si -0.148 -0.845 -0.370 -0.17
H -1.493 2.496 1.623 0.08
H -4.379 0.461 0.337 0.08
H 1.140 -2.266 -2.648 0.07
S 0.920 -2.181 0.782 0.27
O -1.238 -1.501 -1.446 -0.17
H -2.300 1.222 2.540 0.07
H 2.937 2.582 -1.913 0.08
F 1.307 2.064 3.304 -0.21
H 1.159 2.605 -1.984 0.08
H 2.859 1.913 0.591 0.09
P 2.708 2.033 4.162 0.13
H 1.094 2.072 0.470 0.09
H -2.194 -3.852 -2.057 0.09
O 0.779 0.112 -1.387 -0.17
H -3.144 -2.556 -2.805 0.08
F 3.346 3.090 3.112 -0.18
C -3.437 -0.091 0.420 -0.03
H 3.197 -0.492 -2.271 0.08
C 0.284 -2.943 -2.713 -0.05
H -0.243 -0.380 -3.614 0.07
H -3.437 -0.659 1.354 0.09
C -1.027 -2.156 -2.690 -0.66
```

Calculated values
Gap between HOMO and LUMO (alpha / beta)   5.690 / 6.773 eV
ΔE to the lowest compared entry with this formula, charge and spin   0.037 eV
Net charge   -2
E_LUMO (alpha / beta)   4.36 / 4.36 eV
E   -4126.0502 a.u.
Multiplicity   2

***

Here is a molecular structure, C12H27CsNO2 from the Open Molecules 2025 dataset. Energies are from wB97M-V/def2-TZVPD.

The geometry in XYZ format:
```
43
Properties=species:S:1:pos:R:3:lowdin_charge:R:1
H 1.007 -3.578 3.485 0.09
H 0.929 1.656 4.046 0.13
H 2.691 1.545 2.546 0.09
H -1.626 2.891 -5.070 0.09
H -0.191 3.616 -5.807 0.10
H -1.848 -0.076 -6.087 0.08
C 1.378 -2.870 2.744 0.00
C 0.380 1.575 1.128 -0.01
H 2.942 0.195 1.384 0.08
H -1.957 -2.375 1.884 0.08
H 2.308 -2.336 2.940 0.07
H -1.383 2.745 -8.096 0.08
H 1.496 -1.359 0.504 0.09
C 0.433 -0.312 4.573 -0.17
C -0.630 2.681 -5.459 -0.08
C -1.694 1.840 -7.574 -0.04
H -1.774 1.029 -8.298 0.07
N 0.286 -0.847 1.729 -0.13
H 1.477 -0.590 4.715 0.11
H -1.195 -3.667 2.859 0.10
H 2.761 -0.148 3.053 0.06
H -0.725 -3.345 1.201 0.08
C -0.762 1.556 -6.340 -0.50
H -0.091 2.390 -4.557 0.09
C 0.430 0.824 3.549 -0.17
C -1.020 -2.870 2.137 -0.06
C 0.079 -1.981 2.636 -0.50
H 0.769 1.381 0.128 0.07
H -0.709 1.531 1.140 0.06
O -1.365 0.544 -5.536 -0.07
H -0.228 -2.181 4.858 0.12
H 1.571 -3.272 1.749 0.08
C 0.851 0.450 2.159 -0.48
H -2.727 1.993 -7.261 0.08
H -1.467 -1.214 3.984 0.12
H 0.009 -0.042 5.540 0.12
C 2.409 0.528 2.274 -0.03
H -0.629 1.071 3.473 0.12
O 0.564 -1.150 0.402 0.00
Cs -3.230 -0.117 -1.608 0.90
H 0.680 2.539 1.538 0.08
H 0.215 1.239 -6.705 0.14
C -0.414 -1.487 4.038 -0.12
```

Calculated values
Gap between HOMO and LUMO   7.057 eV
ΔE to the lowest compared entry with this formula, charge and spin   1.921 eV
Net charge   +1
E_LUMO   -3.55 eV
E   -698.5152 a.u.